C5H13NO | wB97M-V/def2-TZVPD

```
20
Properties=species:S:1:pos:R:3:mulliken_charge:R:1
H 2.21840 -0.97555 -0.52788 0.2989
H -2.92451 -0.94242 0.27252 0.3746
C 1.66894 -0.20067 -0.00218 -0.3228
C -2.13567 -0.97041 -0.48123 -1.2283
H -2.26613 -1.82947 -1.11941 0.3567
H 2.43105 1.18533 -1.48145 0.2812
C -0.78450 -0.90087 0.20245 0.6888
H -0.74781 -2.41243 1.59993 0.2120
N -0.72412 -1.44036 1.50779 -0.5311
H -2.28133 -0.08275 -1.09057 0.3076
H 3.14110 1.31946 0.14208 0.3369
C 0.25145 -0.41777 -0.49357 -0.6982
H 1.53608 1.99378 -0.21613 0.3208
H 0.06483 -1.03330 1.98436 0.1829
O -1.06809 2.37703 0.06069 -0.6776
H 1.69047 -0.33414 1.07637 0.2825
C 2.21442 1.17136 -0.41386 -1.1153
H -0.43318 1.64389 0.15295 0.3257
H 0.04395 -0.11584 -1.51448 0.2681
H -1.89536 1.96513 0.34161 0.3366
```

Values from the calculation:
- energy relative to the best compared isomer or geometry (same formula, charge and spin) (kJ/mol) = 117.95
- spin multiplicity = 1
- HOMO energy (eV) = -8.5
- orbital gap (eV) = 9.443
- SMILES string = CC/C=C(/C)N.O